1.
Formula: C21H42ClO21P2
Source: OMol25
Level of theory: the ωB97M-V functional and the def2-TZVPD basis

Each line ends with the Löwdin charge.
CARTESIAN COORDINATES (ANGSTROEM)
Cl (0.01, -1.98, 2.59)  0.62
O (1.41, -2.33, 2.64)  -0.37
O (-0.36, -1.41, 1.37)  -0.34
O (-0.81, -3.07, 3.05)  -0.36
O (-0.09, -0.91, 3.58)  -0.41
C (1.86, -4.57, 4.96)  -0.13
C (2.13, -5.66, 3.92)  -0.09
O (3.06, -6.51, 4.58)  0.08
C (3.14, -6.22, 5.84)  -0.60
O (3.69, -7.00, 6.61)  0.10
O (2.45, -5.12, 6.10)  0.08
H (0.84, -4.20, 5.10)  0.13
H (2.45, -3.71, 4.65)  0.12
H (2.61, -5.18, 3.07)  0.13
H (1.15, -6.11, 3.77)  0.14
C (1.50, 1.75, 5.34)  -0.10
C (1.73, 0.40, 5.99)  -0.11
O (2.84, 0.55, 6.85)  0.10
C (3.29, 1.76, 6.73)  -0.57
O (4.29, 2.21, 7.34)  0.07
O (2.53, 2.53, 5.93)  0.06
H (0.52, 2.16, 5.58)  0.13
H (1.62, 1.89, 4.26)  0.14
H (1.99, -0.31, 5.21)  0.12
H (0.94, 0.06, 6.66)  0.14
C (-2.95, -1.47, 6.36)  -0.15
C (-3.36, -1.29, 4.86)  -0.06
O (-4.44, -2.27, 4.86)  0.01
C (-4.42, -3.15, 5.93)  -0.49
O (-5.02, -4.19, 6.00)  0.15
O (-3.43, -2.71, 6.81)  0.03
H (-3.44, -0.65, 6.89)  0.12
H (-1.89, -1.51, 6.59)  0.13
H (-2.66, -1.79, 4.20)  0.10
H (-3.63, -0.24, 4.71)  0.13
C (0.59, -1.46, -2.10)  -0.06
C (1.71, -0.69, -1.31)  -0.22
O (2.53, 0.02, -2.25)  -0.23
P (2.05, 1.24, -3.28)  0.58
O (1.43, 2.37, -2.44)  -0.26
O (3.52, 1.60, -3.85)  -0.21
C (4.62, 1.91, -3.01)  -0.28
C (5.77, 2.23, -3.92)  -0.07
O (1.22, 0.55, -4.50)  -0.18
C (2.05, -0.36, -5.18)  -0.30
C (1.11, -1.32, -5.95)  -0.07
H (0.98, -2.25, -2.73)  0.07
H (-0.14, -1.89, -1.42)  0.07
H (-0.03, -0.77, -2.67)  0.04
H (1.23, 0.01, -0.63)  0.10
H (2.32, -1.30, -0.64)  0.12
H (4.36, 2.57, -2.18)  0.13
H (4.93, 0.97, -2.54)  0.11
H (6.53, 2.83, -3.42)  0.08
H (6.15, 1.29, -4.29)  0.08
H (5.43, 2.76, -4.81)  0.08
H (2.49, 0.14, -6.05)  0.11
H (2.91, -0.92, -4.82)  0.13
H (1.71, -2.08, -6.45)  0.07
H (0.53, -1.99, -5.31)  0.07
H (0.46, -0.86, -6.70)  0.07
C (-5.55, 5.11, -3.64)  -0.08
C (-4.87, 4.04, -2.85)  -0.33
O (-3.53, 4.47, -2.58)  -0.19
P (-2.30, 3.33, -2.82)  0.59
O (-0.97, 3.84, -2.41)  -0.25
O (-2.86, 1.93, -2.02)  -0.24
C (-2.14, 0.70, -1.68)  -0.23
C (-2.95, -0.05, -0.55)  -0.03
O (-2.41, 2.99, -4.41)  -0.22
C (-1.29, 2.24, -4.97)  -0.24
C (-1.28, 2.45, -6.49)  -0.06
H (-5.39, 6.08, -3.17)  0.08
H (-5.03, 5.23, -4.60)  0.08
H (-6.59, 4.91, -3.86)  0.08
H (-5.43, 3.71, -1.98)  0.12
H (-4.81, 3.14, -3.45)  0.10
H (-2.15, 0.27, -2.69)  0.09
H (-1.07, 0.70, -1.47)  0.09
H (-3.94, -0.19, -0.99)  0.07
H (-2.43, -0.92, -0.14)  0.06
H (-3.11, 0.70, 0.22)  0.08
H (-0.36, 2.47, -4.44)  0.08
H (-1.55, 1.20, -4.74)  0.10
H (-0.85, 3.37, -6.89)  0.08
H (-0.84, 1.59, -7.00)  0.06
H (-2.29, 2.36, -6.89)  0.07

Multiplicity: 1
Maximum force: 6.10 eV/A
Energy: -3548.267506 Ha
Highest occupied orbital energy: -7.30 eV
ΔE to the lowest compared entry with this formula, charge and spin: 36.0 kcal per mole
Charge: -1


2.
Formula: C21H42F5N2O7S4
Source: OMol25
Level of theory: the ωB97M-V functional and the def2-TZVPD basis

Each line ends with the Löwdin charge.
CARTESIAN COORDINATES (ANGSTROEM)
C (2.95, -2.63, 1.50)  -0.06
C (2.76, -1.19, 1.03)  -0.29
O (3.99, -0.48, 0.97)  -0.14
C (4.32, -0.02, -0.32)  -0.18
C (3.43, 1.10, -0.81)  -0.19
O (3.82, 2.37, -0.30)  -0.12
C (2.78, 3.06, 0.35)  -0.17
C (1.82, 3.78, -0.63)  -0.13
O (0.45, 3.59, -0.27)  -0.14
C (-0.15, 2.50, -0.93)  -0.12
C (-1.01, 1.74, 0.04)  -0.07
C (-1.31, 2.38, 1.24)  0.06
C (-2.08, 1.75, 2.14)  0.04
C (-2.55, 0.48, 1.81)  -0.03
N (-2.31, -0.12, 0.69)  0.19
N (-1.52, 0.53, -0.14)  0.07
C (-1.21, -0.20, -1.41)  -0.39
F (-1.73, -1.41, -1.32)  0.19
F (0.10, -0.36, -1.56)  0.19
C (-1.89, 0.46, -2.68)  -0.53
F (-0.98, 1.05, -3.45)  0.19
F (-2.83, 1.33, -2.33)  0.19
F (-2.45, -0.49, -3.42)  0.20
H (2.00, -3.15, 1.34)  0.08
H (3.17, -2.70, 2.57)  0.07
H (3.68, -3.14, 0.89)  0.08
H (2.12, -0.67, 1.75)  0.11
H (2.28, -1.23, 0.05)  0.10
H (5.37, 0.24, -0.36)  0.14
H (4.18, -0.86, -1.02)  0.13
H (2.38, 0.92, -0.54)  0.09
H (3.50, 1.14, -1.91)  0.14
H (3.26, 3.82, 0.97)  0.13
H (2.22, 2.41, 1.04)  0.13
H (2.00, 4.85, -0.52)  0.13
H (2.04, 3.56, -1.68)  0.14
H (0.64, 1.90, -1.39)  0.12
H (-0.79, 2.92, -1.71)  0.15
H (-0.95, 3.37, 1.44)  0.15
H (-2.32, 2.20, 3.09)  0.13
H (-3.17, -0.03, 2.54)  0.14
C (-6.55, -1.06, -4.29)  -0.28
S (-6.40, -2.27, -5.61)  0.80
O (-7.61, -3.13, -5.56)  -0.55
C (-5.06, -3.19, -4.86)  -0.27
H (-7.38, -0.39, -4.53)  0.05
H (-6.76, -1.56, -3.34)  0.06
H (-5.63, -0.48, -4.21)  0.04
H (-5.36, -3.56, -3.88)  0.06
H (-4.18, -2.55, -4.77)  0.04
H (-4.82, -4.03, -5.51)  0.01
C (-1.72, -6.58, -8.03)  -0.27
S (-2.99, -5.34, -7.80)  0.81
O (-2.73, -4.68, -6.49)  -0.57
C (-4.34, -6.50, -7.55)  -0.27
H (-0.77, -6.07, -8.17)  0.05
H (-1.67, -7.23, -7.15)  0.06
H (-1.94, -7.17, -8.92)  0.06
H (-4.12, -7.15, -6.70)  0.06
H (-4.48, -7.09, -8.46)  0.06
H (-5.25, -5.93, -7.35)  0.05
C (0.23, 2.70, 6.51)  -0.27
S (1.03, 1.74, 5.23)  0.81
O (0.20, 1.87, 3.99)  -0.58
C (0.66, 0.13, 5.95)  -0.25
H (0.31, 3.75, 6.25)  0.06
H (-0.82, 2.41, 6.58)  0.06
H (0.73, 2.53, 7.46)  0.05
H (-0.42, 0.02, 6.06)  0.06
H (1.15, 0.05, 6.92)  0.06
H (1.04, -0.64, 5.28)  0.05
C (5.09, 5.01, 6.55)  -0.26
S (4.03, 3.61, 6.16)  0.79
O (2.98, 3.54, 7.21)  -0.57
C (5.25, 2.34, 6.55)  -0.26
H (4.51, 5.92, 6.41)  0.05
H (5.42, 4.94, 7.58)  0.06
H (5.94, 5.01, 5.87)  0.06
H (5.57, 2.45, 7.59)  0.06
H (6.10, 2.44, 5.87)  0.06
H (4.78, 1.37, 6.41)  0.05

Multiplicity: 1
Maximum force: 1.51 eV/A
Energy: -3553.186896 Ha
Highest occupied orbital energy: -10.18 eV
Charge: +1


3.
Formula: C21H42F6O12P2S
Source: OMol25
Level of theory: the ωB97M-V functional and the def2-TZVPD basis

Each line ends with the Löwdin charge.
CARTESIAN COORDINATES (ANGSTROEM)
C (-2.90, 3.27, -3.11)  -0.12
C (-1.60, 4.29, -3.12)  -0.17
C (-0.24, 3.45, -3.60)  -0.17
F (0.64, 4.45, -4.26)  -0.09
C (0.48, 2.72, -2.28)  -0.24
O (-0.20, 1.47, -1.96)  -0.24
S (0.52, 0.61, -0.69)  0.87
O (0.00, -0.88, -0.82)  -0.35
O (-0.04, 1.13, 0.66)  -0.34
C (2.43, 0.59, -0.75)  -0.23
C (2.91, 0.02, 0.71)  -0.18
C (2.57, -1.55, 0.99)  -0.14
C (3.00, -2.56, -0.27)  -0.19
O (1.83, -3.31, -0.75)  -0.27
C (1.90, -3.57, -2.20)  -0.12
C (2.86, 2.15, -1.01)  -0.15
C (4.46, 2.47, -0.96)  -0.13
F (4.95, 3.36, -2.08)  0.00
F (5.34, 1.25, -1.02)  0.01
C (4.74, 3.37, 0.42)  -0.14
F (4.38, 2.66, 1.67)  0.05
F (6.20, 3.73, 0.37)  0.03
F (4.01, 4.68, 0.30)  0.02
C (2.11, 2.66, -2.42)  -0.19
C (2.69, 1.91, -3.75)  -0.18
C (1.76, 0.72, -4.37)  -0.12
H (-3.24, 3.12, -1.99)  0.08
H (-2.65, 2.23, -3.61)  0.08
H (-3.80, 3.77, -3.68)  0.08
H (-1.75, 5.17, -3.90)  0.12
H (-1.46, 4.74, -2.02)  0.12
H (-0.59, 2.61, -4.35)  0.14
H (0.25, 3.47, -1.37)  0.17
H (2.84, -0.03, -1.67)  0.14
H (2.37, 0.66, 1.56)  0.13
H (4.08, 0.18, 0.93)  0.13
H (3.12, -1.91, 1.98)  0.13
H (1.41, -1.69, 1.22)  0.13
H (3.74, -3.35, 0.22)  0.13
H (3.60, -1.99, -1.09)  0.11
H (2.23, -4.69, -2.46)  0.11
H (0.78, -3.49, -2.62)  0.10
H (2.53, -2.80, -2.81)  0.09
H (2.34, 2.79, -0.15)  0.17
H (2.46, 3.80, -2.52)  0.17
H (2.91, 2.68, -4.63)  0.14
H (3.72, 1.41, -3.43)  0.12
H (2.41, 0.03, -5.09)  0.09
H (0.84, 1.11, -5.02)  0.08
H (1.32, -0.02, -3.55)  0.08
C (-2.11, -7.86, -0.26)  -0.12
O (-0.97, -7.40, 0.44)  -0.23
P (-1.07, -6.11, 1.39)  0.44
O (0.24, -5.56, 1.85)  -0.24
O (-2.06, -6.57, 2.59)  -0.22
C (-1.87, -7.83, 3.18)  -0.12
O (-2.01, -5.10, 0.57)  -0.22
C (-1.43, -3.97, -0.04)  -0.11
H (-2.08, -8.95, -0.30)  0.09
H (-3.04, -7.55, 0.23)  0.09
H (-2.08, -7.48, -1.28)  0.09
H (-0.84, -8.19, 3.06)  0.09
H (-2.55, -8.53, 2.70)  0.09
H (-2.11, -7.77, 4.24)  0.09
H (-1.91, -3.82, -1.01)  0.09
H (-0.35, -4.09, -0.19)  0.06
H (-1.62, -3.09, 0.58)  0.10
C (-2.33, 2.27, 2.44)  -0.12
O (-3.07, 3.45, 2.68)  -0.23
P (-3.79, 3.68, 4.10)  0.44
O (-4.77, 4.80, 4.13)  -0.24
O (-2.58, 3.81, 5.15)  -0.22
C (-1.48, 4.62, 4.82)  -0.12
O (-4.38, 2.22, 4.47)  -0.22
C (-5.77, 2.00, 4.38)  -0.11
H (-1.47, 2.53, 1.82)  0.06
H (-1.96, 1.82, 3.37)  0.09
H (-2.95, 1.55, 1.91)  0.10
H (-1.74, 5.39, 4.08)  0.09
H (-0.70, 3.98, 4.40)  0.09
H (-1.09, 5.11, 5.72)  0.09
H (-5.93, 1.00, 3.98)  0.09
H (-6.26, 2.72, 3.73)  0.08
H (-6.20, 2.05, 5.39)  0.09

Multiplicity: 1
Maximum force: 8.16 eV/A
Energy: -3408.130545 Ha
Highest occupied orbital energy: -9.70 eV
SMILES string: CC[C@H]1[C@@H]([C@H](F)CC)OS(=O)(=O)[C@H](CCCOC)[C@H]1C(F)(F)C(F)(F)F.COP(=O)(OC)OC.COP(=O)(OC)OC


Which value of multiplicity does entry 2 give? 1


Number 1 is which compound? C21H42ClO21P2


What is the formula in the first record? C21H42ClO21P2